[1]
{
  "formula": "H18N2O10",
  "method": "wB97M-V/def2-TZVPD",
  "orbital_gap_ha": 0.28570,
  "relative_energy_kj_mol": 332.3,
  "mol_weight_g_mol": 206.1,
  "lumo_energy_ev": -1.93,
  "total_energy_ha": -872.39743,
  "elements": ["N", "H", "H", "H", "H", "N", "O", "O", "O", "O", "H", "H", "O", "H", "H", "O", "H", "H", "O", "H", "H", "O", "H", "H", "O", "H", "H", "O", "H", "H"],
  "xyz": [[35.115000, 31.957000, 30.723000], [35.690000, 31.416000, 31.282000], [34.916000, 32.761000, 31.423000], [34.387000, 31.580000, 30.390000], [35.471000, 32.456000, 30.058000], [32.550000, 31.092000, 27.183000], [33.412000, 30.788000, 28.013000], [31.560000, 31.693000, 27.658000], [32.851000, 31.338000, 26.051000], [32.794000, 34.113000, 28.212000], [33.681000, 33.920000, 27.843000], [32.578000, 33.211000, 28.200000], [29.109000, 32.281000, 27.002000], [30.029000, 32.218000, 27.195000], [28.653000, 31.318000, 26.818000], [32.147000, 29.987000, 23.793000], [32.555000, 30.348000, 24.612000], [31.395000, 30.713000, 23.497000], [35.999000, 29.891000, 27.176000], [35.947000, 29.310000, 26.375000], [35.047000, 30.191000, 27.230000], [31.906000, 34.076000, 25.077000], [32.401000, 33.355000, 25.253000], [31.116000, 34.368000, 25.595000], [33.658000, 27.560000, 28.482000], [33.694000, 26.728000, 29.164000], [34.363000, 28.175000, 28.779000], [29.147000, 29.585000, 28.917000], [29.629000, 30.469000, 28.895000], [28.520000, 29.650000, 28.223000]],
  "forces_ev_per_angstrom": [[2.44, 4.65, 8.79], [1.89, -2.11, 0.48], [-0.73, -1.52, -1.19], [-7.86, -4.31, -2.96], [3.90, 3.14, -5.66], [0.25, 5.01, 2.53], [1.64, -2.34, 1.11], [-1.57, -1.23, 0.64], [0.74, -1.33, -3.26], [2.43, 1.17, -0.02], [-0.22, 1.32, -0.13], [-2.18, -2.35, 0.31], [-4.27, -2.69, -0.99], [1.28, -0.99, -0.08], [2.47, 3.83, 0.68], [-2.60, 2.63, -0.98], [-0.66, -0.05, -0.81], [3.12, -2.76, 1.44], [-1.42, -0.48, -1.00], [0.35, 0.67, 1.04], [0.97, -0.15, 0.17], [-3.11, 5.31, -1.77], [1.44, -3.84, 1.89], [1.61, -1.53, -0.19], [0.59, -2.61, 2.74], [0.00, 3.25, -2.55], [-0.55, -0.65, -0.29], [1.83, 1.54, 1.06], [-0.87, -1.65, -0.07], [-0.92, 0.05, -0.93]]
}

[2]
{
  "formula": "H18O21PbS3Zn2",
  "method": "wB97M-V/def2-TZVPD",
  "s_squared": 0.7618,
  "orbital_gap_ha": [0.20795, 0.14616],
  "mol_weight_g_mol": 788.3,
  "spin_multiplicity": 2,
  "lumo_energy_ev": [-5.68, -7.25],
  "total_energy_ha": -6536.72451,
  "charge": 1,
  "elements": ["Zn", "Zn", "Pb", "S", "O", "O", "O", "O", "S", "O", "O", "O", "O", "S", "O", "O", "O", "O", "O", "H", "H", "O", "H", "H", "O", "H", "H", "O", "H", "H", "O", "H", "H", "O", "H", "H", "O", "H", "H", "O", "H", "H", "O", "H", "H"],
  "xyz": [[16.265630, -19.095600, 8.809080], [12.096810, -19.744230, 6.764000], [14.836810, -22.490090, 10.493960], [17.469950, -22.166970, 8.581320], [17.759040, -22.446430, 7.182610], [18.657460, -21.804350, 9.326640], [16.484710, -21.099270, 8.689260], [16.845740, -23.366880, 9.119670], [15.157880, -19.607330, 5.893440], [15.720670, -18.815100, 6.962960], [13.862860, -20.133890, 6.306410], [15.062260, -18.851010, 4.663340], [16.033760, -20.729780, 5.632570], [13.124380, -19.585760, 9.845530], [13.189630, -20.796590, 10.691530], [12.442420, -18.545580, 10.558950], [14.433640, -19.145220, 9.468840], [12.401110, -19.956330, 8.587750], [11.551090, -18.453310, 13.235750], [12.016230, -18.329030, 12.408450], [10.644310, -18.218270, 13.038910], [11.056850, -21.485420, 11.806690], [11.898160, -21.204940, 11.446470], [11.141190, -21.345990, 12.749920], [14.532750, -17.500480, 12.173310], [14.151360, -16.622870, 12.149260], [14.253040, -17.906280, 11.352760], [9.898260, -19.181210, 10.838950], [10.032560, -20.024080, 11.272260], [10.776200, -18.807230, 10.764150], [16.424970, -17.083950, 9.052990], [16.213760, -16.482090, 9.766700], [16.715950, -16.516770, 8.338940], [11.199340, -21.578530, 6.564100], [10.988090, -21.862480, 5.674730], [10.441620, -21.841760, 7.086410], [12.364300, -16.319180, 9.126480], [12.407400, -17.099930, 9.678560], [11.430260, -16.196310, 8.957070], [10.207580, -18.905560, 7.177840], [9.304360, -19.149840, 6.975960], [10.131120, -18.085410, 7.665430], [14.041440, -22.321720, 8.100120], [13.194800, -21.877900, 8.149690], [14.520590, -21.849260, 7.419360]],
  "forces_ev_per_angstrom": [[-0.36, 0.08, -1.65], [-0.13, 0.52, -0.72], [0.33, -0.09, -1.50], [1.65, -1.42, 1.37], [1.11, 0.07, -1.27], [0.34, -0.01, -0.82], [-2.23, 2.48, 1.20], [-1.13, -0.52, 0.82], [4.35, -0.52, -6.89], [0.87, 2.39, 3.30], [-3.84, -1.25, 1.36], [-1.19, 0.86, 1.02], [-0.17, -1.38, 1.30], [-2.09, -0.11, -1.88], [1.57, -0.86, -0.20], [0.06, 0.30, 0.29], [2.01, 0.27, 0.40], [0.11, -0.32, 2.61], [0.16, -0.14, 0.51], [0.18, 0.08, 0.02], [-0.34, 0.01, -0.07], [-0.81, -0.78, 0.33], [-0.03, 0.12, 0.08], [-0.16, 0.12, 0.42], [0.67, -0.12, 0.00], [-0.21, 0.29, 0.16], [-0.17, 0.11, -0.06], [-1.05, 0.68, -0.60], [0.13, -0.55, 0.24], [-0.11, -0.05, 0.07], [0.34, -0.20, 0.23], [-0.19, -0.08, 0.67], [0.12, -0.05, -0.71], [0.05, 0.06, -0.23], [0.16, -0.33, -0.58], [-0.32, -0.01, 0.53], [0.15, 0.39, -0.68], [-0.06, -0.17, 0.33], [-0.20, 0.35, 0.08], [0.46, 0.04, -0.39], [-0.28, -0.29, -0.26], [0.18, 0.34, 0.38], [-0.11, -1.06, 1.71], [-0.53, 0.30, -0.16], [0.72, 0.49, -0.80]]
}

[3]
{
  "formula": "H18O23S2V3",
  "method": "wB97M-V/def2-TZVPD",
  "orbital_gap_ha": 0.29494,
  "relative_energy_kj_mol": 16.6,
  "mol_weight_g_mol": 603.1,
  "lumo_energy_ev": 0.73,
  "total_energy_ha": -5370.03022,
  "charge": -1,
  "elements": ["O", "V", "O", "O", "V", "O", "O", "V", "O", "S", "O", "O", "O", "O", "S", "O", "O", "O", "O", "O", "H", "H", "O", "H", "H", "O", "H", "H", "O", "H", "H", "O", "H", "H", "O", "H", "H", "O", "H", "H", "O", "H", "H", "O", "H", "H"],
  "xyz": [[-16.356876, 28.034905, 29.253319], [-16.820053, 28.838779, 27.957121], [-16.272387, 27.997474, 26.724210], [-21.554025, 33.272909, 27.982143], [-20.737289, 31.933213, 28.426100], [-19.677488, 32.447935, 29.523219], [-21.308754, 27.735729, 24.914772], [-19.982491, 27.907007, 25.805078], [-18.816212, 27.198814, 24.973978], [-18.819608, 30.997249, 25.890443], [-18.211132, 31.793856, 24.830145], [-19.548488, 31.931848, 26.759300], [-19.748638, 29.974994, 25.300072], [-17.708683, 30.301303, 26.564059], [-20.196441, 28.473448, 28.538651], [-20.199191, 29.853426, 29.081033], [-18.930719, 28.273932, 27.760577], [-20.294473, 27.455440, 29.592526], [-21.214631, 28.294079, 27.528392], [-18.506756, 27.199813, 31.689693], [-19.117620, 27.343492, 30.936367], [-18.648379, 26.287732, 31.958548], [-20.263445, 24.841424, 29.268389], [-19.472766, 24.403196, 29.601980], [-20.209718, 25.774929, 29.606141], [-23.310655, 25.235701, 30.215636], [-23.734710, 26.091531, 30.019664], [-22.460330, 25.262095, 29.760584], [-19.447492, 29.975379, 31.596789], [-18.951041, 29.205489, 31.907753], [-19.971452, 29.649701, 30.841638], [-22.022553, 27.874595, 32.119421], [-21.677602, 27.446206, 31.327930], [-22.538919, 27.190090, 32.557426], [-22.426639, 30.705635, 27.503589], [-22.073966, 29.836021, 27.760644], [-22.550038, 30.632973, 26.545893], [-17.359623, 30.641098, 29.570551], [-16.667495, 30.800398, 30.220312], [-18.177557, 30.984604, 29.980075], [-23.751234, 27.610341, 28.770251], [-24.188538, 28.380491, 28.392173], [-22.893534, 27.575379, 28.326043], [-20.951097, 25.684988, 26.664307], [-21.835842, 25.308014, 26.643842], [-20.485566, 25.199901, 27.370006]],
  "forces_ev_per_angstrom": [[-0.20, 0.88, -1.00], [-1.41, -1.23, -1.32], [-0.20, 1.04, 1.67], [1.18, -2.70, 1.24], [1.30, 4.16, -1.57], [-1.61, -0.90, -0.98], [1.41, 0.40, 0.90], [-0.68, -0.19, -4.06], [-1.09, 0.57, 1.34], [3.28, 0.88, -4.02], [-1.12, -0.59, 0.67], [-1.97, 0.01, 2.49], [-0.69, -1.30, 1.37], [0.32, -0.78, 2.05], [1.90, -0.13, 2.35], [-0.83, -0.61, -0.67], [0.92, -0.35, -0.06], [-0.27, 1.33, -0.26], [-1.71, 0.06, -0.66], [-0.17, -0.02, -0.33], [0.43, -0.17, 0.47], [-0.02, 0.08, 0.10], [0.16, 0.50, 0.41], [-0.10, -0.03, -0.05], [0.04, -0.87, -0.62], [-0.13, 0.28, 0.15], [0.28, -0.36, -0.11], [-0.05, -0.11, 0.04], [0.06, -0.05, -0.06], [-0.17, 0.02, 0.10], [0.36, 0.34, 0.79], [-0.04, -0.06, 0.09], [-0.05, 0.05, -0.03], [-0.01, -0.01, -0.11], [0.32, -0.15, 0.59], [-0.41, -0.23, -0.46], [0.21, 0.30, 0.04], [0.47, -0.06, -0.39], [-0.12, -0.15, 0.07], [-0.05, -0.17, -0.21], [-0.04, 0.15, -0.10], [-0.03, -0.04, 0.08], [-0.04, -0.02, -0.09], [0.78, -0.09, 0.22], [-0.05, 0.26, -0.18], [-0.16, 0.09, 0.06]]
}

[4]
{
  "formula": "H18O9",
  "method": "wB97M-V/def2-TZVPD",
  "s_squared": 0.7506,
  "orbital_gap_ha": [0.08699, 0.36071],
  "relative_energy_kj_mol": 404.6,
  "mol_weight_g_mol": 162.1,
  "spin_multiplicity": 2,
  "lumo_energy_ev": [2.72, 2.63],
  "total_energy_ha": -687.80211,
  "charge": -1,
  "elements": ["O", "H", "H", "O", "H", "H", "O", "H", "H", "O", "H", "H", "O", "H", "H", "O", "H", "H", "O", "H", "H", "O", "H", "H", "O", "H", "H"],
  "xyz": [[0.759059, 1.915110, 2.186381], [1.725579, 1.472627, 2.288481], [1.123425, 2.862625, 1.939715], [-1.301981, -1.791553, 0.630617], [-0.599619, -1.412530, 1.213223], [-1.152423, -2.742630, 0.328747], [0.276239, -3.338773, 1.923441], [0.322419, -2.671754, 2.570537], [0.026314, -4.210375, 2.195215], [-1.929710, 2.912796, -1.415757], [-1.942590, 3.455228, -2.192231], [-1.535001, 2.976943, -0.615714], [0.947044, -1.479761, -2.863620], [0.057302, -1.630798, -3.135077], [1.499929, -1.275625, -3.524079], [-0.441469, -1.469297, 4.153922], [-0.185963, -0.663259, 4.164682], [-1.423114, -1.369644, 4.051955], [2.574969, 2.090929, -0.700676], [2.278625, 3.074939, -0.788554], [1.738990, 1.662844, -0.369153], [-1.218051, 1.091716, -3.801251], [-1.412089, 0.280976, -4.351323], [-0.426545, 0.623858, -3.372994], [0.255199, -0.008865, -0.448307], [0.040813, -0.840500, -0.311211], [-0.057351, 0.484774, 0.243032]],
  "forces_ev_per_angstrom": [[3.83, 0.84, -0.43], [-2.83, 0.85, -0.17], [-1.18, -1.82, 0.51], [-0.68, -0.78, -0.69], [-0.77, -1.44, -0.60], [0.50, 2.22, 1.45], [0.86, -1.26, -2.61], [-0.25, 0.73, 2.13], [-0.12, -0.13, 1.03], [-3.39, -2.38, -3.59], [0.97, 0.83, 0.60], [2.43, 1.56, 3.10], [-2.14, -1.17, 4.55], [-0.65, -0.10, -0.62], [2.77, 1.14, -4.04], [-4.33, -8.52, -0.29], [3.29, 8.97, 0.08], [1.17, -0.40, 0.02], [-1.77, 2.19, 0.06], [0.79, -2.54, 0.33], [1.10, 0.24, -0.47], [1.74, -3.23, -0.41], [-0.54, 1.54, 0.28], [-1.18, 1.75, 0.17], [3.43, 4.92, -4.00], [-1.71, -6.03, 0.72], [-1.33, 2.02, 2.88]]
}